{"formula": "C2H6O3S2", "method": "ωB97M-V/def2-TZVPD", "symbols": ["O", "S", "O", "O", "C", "C", "S", "H", "H", "H", "H", "H", "H"], "xyz": [[-2.49, 0.42, -0.75], [-1.36, -0.35, -0.36], [-0.71, -1.17, -1.31], [-1.81, -1.25, 0.89], [-0.12, 0.79, 0.38], [1.18, 0.80, -0.40], [2.13, -0.84, -0.30], [-1.74, -2.26, 0.33], [0.22, 0.64, 1.42], [-0.60, 1.48, 0.49], [2.05, 1.61, 0.10], [0.98, 0.82, -1.44], [2.27, -0.70, 0.94]], "orbital_gap_ev": 9.718}



{"formula": "C2HN2O2", "method": "ωB97M-V/def2-TZVPD", "symbols": ["C", "C", "N", "N", "O", "O", "H"], "xyz": [[-0.50, -0.34, 0.08], [1.48, 0.97, -0.05], [0.71, 0.14, -0.31], [-1.09, -1.27, -0.62], [-2.26, -1.77, -0.39], [2.38, 1.69, 0.11], [-0.72, 0.59, 1.17]], "orbital_gap_ev": 6.521, "total_charge": -1}



{"formula": "C3H7INO", "method": "ωB97M-V/def2-TZVPD", "symbols": ["C", "N", "C", "C", "O", "I", "H", "H", "H", "H", "H", "H", "H"], "xyz": [[1.47, -0.86, 0.73], [0.68, 0.18, 0.11], [-0.74, -0.12, -0.13], [-1.39, 1.03, -0.93], [-0.86, 2.10, -1.02], [-3.38, 0.87, -1.41], [1.11, -1.95, 0.60], [2.54, -0.92, 0.58], [1.30, -0.78, 1.82], [0.63, 1.13, 0.43], [0.99, 0.57, -0.79], [-0.95, -1.05, -0.70], [-1.41, -0.18, 0.72]], "orbital_gap_ev": 10.053, "total_charge": 1}



{"formula": "C3H9AgO3", "method": "ωB97M-V/def2-TZVPD", "symbols": ["Ag", "O", "H", "C", "O", "C", "C", "H", "H", "H", "H", "H", "H", "H", "O", "H"], "xyz": [[0.93, 4.87, -2.46], [-1.76, 4.52, -1.69], [-1.81, 4.17, -0.79], [4.07, 4.99, -1.76], [3.03, 4.44, -2.55], [3.23, 3.07, -2.92], [2.09, 2.67, -3.85], [3.71, 5.95, -1.37], [4.32, 4.32, -0.93], [4.96, 5.16, -2.39], [3.22, 2.46, -2.00], [4.21, 2.97, -3.41], [2.14, 1.58, -3.98], [2.28, 3.13, -4.84], [0.87, 3.08, -3.33], [-1.23, 3.82, -2.23]], "orbital_gap_ev": [6.283, 7.886], "spin_multiplicity": 3}



{"formula": "C5H8N2O", "method": "ωB97M-V/def2-TZVPD", "symbols": ["C", "C", "C", "O", "C", "N", "C", "N", "H", "H", "H", "H", "H", "H", "H", "H"], "xyz": [[0.59, 1.68, 0.06], [-0.30, 0.51, -0.37], [-1.69, 0.69, 0.26], [-2.65, 1.05, -0.39], [0.23, -0.85, -0.04], [1.58, -1.07, 0.22], [-0.61, -2.02, -0.23], [-1.00, -1.67, 0.90], [0.66, 1.76, 1.15], [1.60, 1.59, -0.35], [0.17, 2.61, -0.31], [-0.45, 0.55, -1.45], [-1.71, 0.68, 1.37], [2.25, -0.59, -0.37], [1.83, -2.03, 0.44], [-0.51, -2.88, -0.90]], "orbital_gap_ev": 9.074}



{"formula": "C19H43FN4O7S4", "method": "ωB97M-V/def2-TZVPD", "symbols": ["C", "C", "C", "F", "C", "C", "C", "O", "C", "N", "N", "C", "S", "O", "C", "C", "C", "C", "N", "O", "C", "N", "O", "H", "H", "H", "H", "H", "H", "H", "H", "H", "H", "H", "H", "H", "H", "H", "H", "H", "H", "H", "H", "H", "H", "H", "H", "H", "C", "S", "O", "C", "H", "H", "H", "H", "H", "H", "C", "S", "O", "C", "H", "H", "H", "H", "H", "H", "C", "S", "O", "C", "H", "H", "H", "H", "H", "H"], "xyz": [[-0.60, -3.11, 0.86], [0.38, -2.50, -0.25], [1.08, -1.12, 0.18], [0.15, -0.49, 1.08], [1.60, -0.20, -1.03], [2.95, 0.58, -0.54], [2.70, 2.04, 0.06], [2.57, 3.08, -0.96], [1.63, 2.16, 1.22], [1.84, 3.45, 1.98], [2.11, -1.17, -2.09], [3.13, -1.81, -1.75], [4.50, -2.52, -1.08], [0.77, 0.83, -1.48], [-0.44, 0.61, -2.15], [-1.72, 0.20, -1.23], [-2.06, 1.43, -0.28], [-3.38, 2.23, -0.65], [-3.77, 3.34, 0.27], [-4.10, 2.05, -1.65], [-0.46, -0.24, -3.50], [-1.17, -1.56, -3.37], [-1.22, 0.49, -4.53], [-0.36, -2.79, 1.92], [-0.51, -4.25, 0.84], [-1.68, -2.85, 0.57], [-0.17, -2.46, -1.24], [1.24, -3.26, -0.39], [1.98, -1.42, 0.82], [3.49, 0.00, 0.29], [3.65, 0.79, -1.43], [3.70, 2.31, 0.57], [2.48, 2.67, -1.84], [1.87, 1.33, 1.98], [0.55, 2.00, 0.92], [1.35, 3.41, 2.89], [1.49, 4.21, 1.39], [-0.77, 1.66, -2.51], [-2.60, 0.08, -1.97], [-1.61, -0.80, -0.72], [-2.19, 1.04, 0.78], [-1.19, 2.17, -0.38], [-3.60, 2.93, 1.21], [-2.99, 4.02, 0.16], [0.58, -0.39, -3.98], [-0.83, -2.23, -4.07], [-2.19, -1.43, -3.54], [-2.15, 0.60, -4.24], [-2.98, -5.70, 4.92], [-1.44, -5.54, 3.99], [-1.75, -4.77, 2.74], [-1.32, -7.28, 3.53], [-3.27, -4.71, 5.28], [-3.76, -6.10, 4.28], [-2.81, -6.36, 5.78], [-2.21, -7.59, 2.97], [-1.21, -7.89, 4.43], [-0.44, -7.42, 2.90], [3.48, 1.95, -6.58], [1.89, 1.42, -5.90], [2.12, 0.13, -5.18], [1.14, 1.02, -7.49], [4.14, 2.21, -5.75], [3.93, 1.13, -7.16], [3.33, 2.82, -7.22], [1.73, 0.27, -8.01], [1.07, 1.93, -8.10], [0.14, 0.63, -7.31], [-0.71, 4.80, 6.37], [0.23, 3.36, 5.82], [0.38, 3.47, 4.34], [-1.06, 2.15, 6.14], [-0.10, 5.69, 6.23], [-1.63, 4.88, 5.79], [-0.94, 4.69, 7.43], [-1.96, 2.40, 5.58], [-1.28, 2.13, 7.21], [-0.70, 1.17, 5.83]], "orbital_gap_ev": 8.266}



Number 1: calculated total energy -1101.750857 Ha, molecular weight 142.2 g mol⁻¹. Number 2: calculated total energy -336.718082 Ha, molecular weight 85.0 g mol⁻¹. Number 3: calculated total energy -545.896100 Ha, molecular weight 200.0 g mol⁻¹. Number 4: calculated total energy -492.192725 Ha, molecular weight 201.0 g mol⁻¹. Number 5: calculated total energy -379.963826 Ha, molecular weight 112.1 g mol⁻¹. Number 6: calculated total energy -3187.825804 Ha, molecular weight 586.8 g mol⁻¹.